# 1
8
Properties=species:S:1:pos:R:3:forces:R:3 method="wB97M-V/def2-TZVPD" gap_ev="6.553 / 7.394" largest_force_ev_per_a=4.5 e_above_lowest_kj_mol=65.51 lumo_ha="-0.0828 / -0.0640" energy_ha=-1088.15827
I 1.935 -2.780 2.844 -0.58 0.69 0.06
I 1.227 1.262 3.526 0.04 -0.08 0.01
S -0.157 -0.669 2.787 0.56 -0.26 -2.24
N -0.542 -0.560 1.335 -0.84 -1.04 4.32
C -0.310 -0.201 0.031 -0.14 -0.40 -1.22
H -1.122 -0.768 -0.544 1.97 0.24 -0.02
H 0.809 -0.324 -0.133 -1.42 -0.06 -0.76
H -0.642 0.812 -0.108 0.41 0.92 -0.14

=====

# 2
8
Properties=species:S:1:pos:R:3:forces:R:3 method="wB97M-V/def2-TZVPD" gap_ev="3.761 / 3.828" largest_force_ev_per_a=5.1 e_above_lowest_kj_mol=399.90 lumo_ha="-0.1330 / -0.1298" energy_ha=-1088.03091
I -0.123 -2.615 1.878 -0.24 0.91 0.17
I -2.229 -1.452 -2.938 0.09 0.00 -0.02
S -3.140 -1.308 -0.825 0.53 0.13 0.61
N -0.335 -0.697 1.354 0.52 -1.92 -2.84
C -0.674 0.308 2.210 0.83 0.03 5.01
H -0.658 0.006 3.346 -0.37 0.27 -1.68
H -1.679 0.616 2.012 -0.65 0.81 -0.32
H 0.087 1.129 2.248 -0.70 -0.25 -0.93

=====

# 3
9
Properties=species:S:1:pos:R:3:forces:R:3 method="wB97M-V/def2-TZVPD" gap_ev="7.079 / 6.097" spin_multiplicity=3 largest_force_ev_per_a=4.9 e_above_lowest_kj_mol=44.77 lumo_ha="-0.0237 / -0.1011" energy_ha=-1486.30797
I 0.976 2.345 1.700 -0.07 0.07 0.18
I -2.420 1.644 -0.289 -1.18 -0.04 0.07
S -3.250 0.054 -1.741 0.10 0.13 0.10
S 0.642 1.424 -0.585 0.92 1.03 -0.24
N 1.011 -0.032 -0.668 0.27 -0.64 -0.69
C 0.724 -1.071 0.233 2.85 -3.92 -0.79
H 0.354 -2.016 -0.344 -0.26 1.92 1.08
H 0.218 -0.762 1.113 -0.89 0.01 0.69
H 1.747 -1.587 0.580 -1.74 1.44 -0.40

=====

# 4
9
Properties=species:S:1:pos:R:3:forces:R:3 method="wB97M-V/def2-TZVPD" gap_ev="7.162 / 7.161" largest_force_ev_per_a=2.5 e_above_lowest_kj_mol=367.27 lumo_ha="-0.0722 / -0.0722" energy_ha=-1127.05348
I 3.903 -1.478 0.576 -0.35 0.19 0.01
I 3.211 2.412 0.008 -0.35 -0.85 -0.48
P 2.372 -0.585 -1.157 -0.97 0.68 1.29
O 2.741 -1.209 -2.421 -0.64 -0.64 -0.49
O 2.770 0.978 -1.344 -0.12 0.45 0.79
C -0.247 -0.586 -0.165 1.78 0.15 0.56
H -0.678 -1.383 -0.803 0.42 0.66 0.49
H -0.276 -0.752 0.992 0.39 0.28 -2.49
H -0.339 0.463 -0.514 -0.15 -0.93 0.33